Entry 1:
{"formula": "C3H5N3S", "method": "the ωB97M-V functional and the def2-TZVPD basis", "elements": ["C", "C", "C", "N", "N", "N", "S", "H", "H", "H", "H", "H"], "xyz": [[-1.643, -0.580, 0.187], [-0.470, -0.967, 0.770], [-0.426, 1.083, -0.596], [-1.604, 0.612, -0.505], [1.802, 0.622, 1.131], [1.639, -0.678, -0.909], [0.825, 0.086, 0.176], [-2.641, -1.132, 0.133], [-0.473, -2.022, 1.156], [-0.001, 2.634, -1.735], [1.652, 0.957, 2.073], [1.341, -0.614, -1.881]], "homo_ev": [-9.3, -9.3], "e_tot_ev": -18488.6902, "relative_energy_ev": 9.208, "spin_multiplicity": 1, "lumo_energy_ev": [-1.3, -1.3], "orbital_gap_ev": [7.9, 7.9]}

***

Entry 2:
{"formula": "C7H10", "method": "the ωB97M-V functional and the def2-TZVPD basis", "elements": ["C", "C", "C", "C", "C", "C", "C", "H", "H", "H", "H", "H", "H", "H", "H", "H", "H"], "xyz": [[-2.408, 0.030, -0.330], [-2.141, 1.268, -0.730], [0.289, -1.110, 0.397], [0.680, -1.291, -0.917], [1.847, -0.651, 0.592], [1.662, 0.816, 0.604], [0.713, -0.096, 1.333], [-2.398, -0.810, -1.020], [-2.614, -0.207, 0.710], [-1.911, 1.495, -1.768], [-2.126, 2.103, -0.033], [0.284, -2.160, -1.458], [1.310, -0.652, -1.545], [2.643, -1.314, 0.895], [1.294, 1.292, -0.308], [2.372, 1.408, 1.183], [0.502, -0.119, 2.396]], "homo_ev": -7.8, "e_tot_ev": -7414.2051, "relative_energy_ev": 6.830, "spin_multiplicity": 1, "lumo_energy_ev": 1.1, "orbital_gap_ev": 8.8}

***

Entry 3:
{"formula": "CH3ClN2S", "method": "the ωB97M-V functional and the def2-TZVPD basis", "elements": ["N", "N", "C", "S", "Cl", "H", "H", "H"], "xyz": [[1.253, -0.278, 0.098], [0.154, 0.515, -0.222], [-1.097, 0.149, 0.057], [-2.451, 1.095, 0.149], [-1.299, -1.642, 0.140], [1.022, -1.218, 0.064], [2.128, -0.070, -0.320], [0.289, 1.450, 0.034]], "homo_ev": -8.7, "e_tot_ev": -27422.1024, "relative_energy_ev": 1.050, "spin_multiplicity": 1, "lumo_energy_ev": 0.3, "orbital_gap_ev": 9.0, "smiles": "NNC(=S)Cl"}

***

Entry 4:
{"formula": "C13H22N2O3RuSi2", "method": "the ωB97M-V functional and the def2-TZVPD basis", "elements": ["Ru", "C", "Si", "C", "C", "C", "C", "C", "C", "C", "Si", "C", "C", "H", "H", "H", "H", "H", "H", "H", "H", "H", "H", "H", "H", "H", "H", "H", "H", "N", "N", "C", "O", "O", "H", "H", "H", "C", "C", "O", "H", "H", "H"], "xyz": [[-0.800, -1.356, 0.486], [1.750, -2.042, 0.831], [1.191, -0.907, -0.595], [1.389, -1.788, -2.224], [1.898, 0.818, -0.506], [3.215, 1.217, -0.729], [3.580, 2.538, -0.513], [2.633, 3.464, -0.090], [1.315, 3.081, 0.111], [0.934, 1.756, -0.090], [-0.793, 0.999, -0.019], [-1.451, 1.236, -1.794], [-1.958, 2.136, 0.949], [2.841, -2.015, 0.744], [1.413, -3.070, 0.703], [1.533, -1.714, 1.849], [2.446, -1.898, -2.489], [0.916, -1.213, -3.023], [0.943, -2.782, -2.183], [3.964, 0.504, -1.058], [4.605, 2.849, -0.670], [2.929, 4.492, 0.081], [0.585, 3.819, 0.426], [-1.214, 2.247, -2.132], [-2.540, 1.147, -1.872], [-0.999, 0.537, -2.503], [-1.972, 3.118, 0.468], [-1.704, 2.294, 1.996], [-2.982, 1.753, 0.926], [-2.648, -1.379, -0.463], [-2.709, -2.628, -1.152], [-1.972, -3.733, -0.606], [-2.315, -4.837, -0.961], [-0.989, -3.407, 0.166], [-3.346, -1.302, 0.279], [-2.796, -0.631, -1.129], [-3.646, -2.887, -1.426], [-0.139, 0.081, 3.194], [-1.128, -0.495, 2.207], [-2.275, -0.743, 2.526], [-0.456, -0.150, 4.209], [-0.123, 1.163, 3.063], [0.873, -0.271, 3.014]], "homo_ev": -8.8, "e_tot_ev": -41298.9311, "relative_energy_ev": 0.000, "spin_multiplicity": 1, "lumo_energy_ev": 0.0, "orbital_gap_ev": 8.8}

***

Entry 5:
{"formula": "CH3OS", "method": "the ωB97M-V functional and the def2-TZVPD basis", "elements": ["O", "C", "H", "H", "S", "H"], "xyz": [[1.768, 0.085, 1.298], [0.929, 0.455, 0.522], [0.081, -0.175, 0.009], [0.983, 1.511, 0.139], [-1.413, -0.479, -1.143], [-2.349, -1.398, -0.825]], "homo_ev": -2.7, "e_tot_ev": -13968.2433, "relative_energy_ev": 0.393, "spin_multiplicity": 1, "lumo_energy_ev": 4.4, "orbital_gap_ev": 7.1, "charge": -1}

***

Entry 6:
{"formula": "C15H16F3IN", "method": "the ωB97M-V functional and the def2-TZVPD basis", "elements": ["C", "C", "C", "I", "C", "C", "C", "C", "C", "C", "N", "C", "C", "C", "F", "F", "F", "C", "C", "C", "H", "H", "H", "H", "H", "H", "H", "H", "H", "H", "H", "H", "H", "H", "H", "H"], "xyz": [[-2.806, 5.374, -0.612], [-2.748, 3.811, -1.000], [-1.269, 3.473, -1.452], [-0.936, 4.460, -3.361], [-0.941, 1.945, -1.466], [-1.182, 1.034, -2.660], [-0.857, -0.404, -2.649], [-0.267, -1.049, -1.445], [0.074, -2.496, -1.296], [0.611, -2.968, -0.008], [0.842, -2.140, 1.095], [1.344, -2.567, 2.431], [2.197, -3.887, 2.451], [3.754, -3.658, 2.324], [4.232, -3.777, 1.039], [4.352, -4.701, 3.045], [4.199, -2.498, 2.916], [0.532, -0.787, 0.969], [-0.019, -0.174, -0.248], [-0.361, 1.297, -0.276], [-3.259, 5.532, 0.413], [-1.782, 5.854, -0.683], [-3.458, 5.955, -1.325], [-3.098, 3.241, -0.099], [-3.486, 3.693, -1.850], [-0.554, 3.950, -0.716], [-1.617, 1.488, -3.583], [-1.062, -1.049, -3.547], [-0.081, -3.205, -2.156], [0.812, -4.061, 0.057], [0.453, -2.736, 3.109], [1.898, -1.683, 2.868], [1.896, -4.674, 1.714], [2.050, -4.350, 3.474], [0.701, -0.108, 1.852], [-0.165, 1.865, 0.677]], "homo_ev": -12.1, "e_tot_ev": -33549.5553, "spin_multiplicity": 1, "lumo_energy_ev": -4.8, "orbital_gap_ev": 7.3, "charge": 1, "smiles": "CC[C@H](I)c1ccc2cc[n+](CCC(F)(F)F)cc2c1"}